{"formula": "C50H72BCrN7O8P2S", "method": "wB97M-V/def2-TZVPD", "symbols": ["Cr", "C", "N", "C", "C", "C", "C", "C", "N", "C", "C", "C", "C", "C", "C", "H", "H", "H", "H", "H", "H", "H", "H", "H", "H", "H", "C", "C", "O", "P", "O", "C", "C", "O", "C", "C", "H", "H", "H", "H", "H", "H", "H", "H", "H", "H", "H", "H", "H", "H", "H", "C", "C", "C", "C", "C", "C", "C", "C", "O", "B", "O", "C", "C", "H", "H", "H", "H", "H", "H", "H", "H", "H", "H", "H", "H", "O", "C", "N", "S", "O", "O", "C", "C", "C", "C", "C", "C", "H", "H", "H", "H", "N", "P", "N", "C", "C", "C", "C", "C", "N", "C", "C", "C", "C", "C", "N", "C", "C", "C", "C", "C", "H", "H", "H", "H", "H", "H", "H", "H", "H", "H", "H", "H", "H", "H", "H", "H", "H", "H", "H", "H", "H", "H", "H", "H", "H", "H", "H", "H", "H", "H"], "coordinates": [[0.0334, -0.5811, -0.1685], [-0.2317, -1.1567, -4.6349], [0.1357, -1.4672, -3.2694], [0.3757, -2.7391, -2.9864], [0.6341, -3.2440, -1.7258], [1.0305, -4.5787, -1.4634], [1.2370, -4.6564, -0.1021], [0.9468, -3.3908, 0.4107], [0.5820, -2.5249, -0.5464], [0.9170, -0.8906, -5.5772], [2.1982, -0.6221, -5.1207], [3.2048, -0.3201, -6.0218], [2.9491, -0.2972, -7.3836], [1.6741, -0.5807, -7.8422], [0.6657, -0.8749, -6.9448], [-0.8649, -0.2627, -4.6337], [-0.8367, -1.9761, -5.0447], [0.3772, -3.4436, -3.8156], [1.1640, -5.3493, -2.2002], [1.5602, -5.5127, 0.4637], [1.0330, -3.0815, 1.4346], [2.3919, -0.6231, -4.0591], [4.1916, -0.0844, -5.6526], [3.7339, -0.0522, -8.0861], [1.4546, -0.5610, -8.9006], [-0.3317, -1.0892, -7.3076], [-4.9579, -3.6943, 1.4458], [-3.7484, -2.8119, 1.7403], [-3.8631, -1.5997, 1.0433], [-2.5356, -0.9319, 0.2616], [-2.3883, -1.9857, -0.9831], [-3.3649, -2.1967, -1.9879], [-3.3148, -3.6516, -2.4269], [-3.4456, 0.1801, -0.4677], [-4.0072, 1.3002, 0.1943], [-5.5126, 1.3403, -0.0400], [-4.9063, -4.6017, 2.0411], [-4.9848, -3.9631, 0.3946], [-5.8749, -3.1610, 1.6815], [-2.8262, -3.3328, 1.4538], [-3.7034, -2.5976, 2.8149], [-3.1290, -1.5388, -2.8302], [-4.3582, -1.9378, -1.6064], [-2.3076, -3.8974, -2.7568], [-4.0219, -3.8232, -3.2364], [-3.5653, -4.3004, -1.5912], [-3.5230, 2.2020, -0.2006], [-3.8141, 1.2320, 1.2649], [-5.7461, 1.4290, -1.0995], [-5.9418, 2.1910, 0.4862], [-5.9507, 0.4213, 0.3429], [0.2177, 5.0030, -5.8495], [-1.1981, 4.4676, -5.6189], [-2.0734, 5.6410, -5.1585], [-1.7278, 3.9021, -6.9462], [-1.2312, 3.3682, -4.5660], [-2.4438, 2.9838, -4.0049], [-2.5536, 1.9357, -3.0945], [-1.4011, 1.2704, -2.7466], [-1.2515, 0.1342, -2.0317], [0.1595, -0.2934, -2.2317], [0.8155, 0.8367, -2.8944], [-0.1626, 1.6683, -3.2839], [-0.0673, 2.6931, -4.1959], [0.1788, 5.8484, -6.5353], [0.8634, 4.2459, -6.2867], [0.6489, 5.3317, -4.9080], [-1.9362, 6.5006, -5.8133], [-1.7925, 5.9185, -4.1451], [-3.1278, 5.3774, -5.1649], [-1.7979, 4.6894, -7.6963], [-2.7132, 3.4614, -6.8113], [-1.0572, 3.1286, -7.3174], [-3.3556, 3.4870, -4.2941], [-3.5138, 1.6402, -2.6950], [0.8979, 2.9052, -4.6215], [-1.9705, 0.6491, 2.1120], [-1.2307, 1.5137, 1.5753], [-0.5268, 1.2909, 0.4575], [0.3075, 2.6215, 0.0089], [1.7150, 2.3340, -0.0691], [-0.2711, 3.2750, -1.1388], [-0.1366, 3.6255, 1.4213], [0.1977, 4.8974, 1.8066], [-0.4042, 5.4296, 2.9479], [-1.3236, 4.6653, 3.6714], [-1.6578, 3.3877, 3.2832], [-1.0674, 2.8539, 2.1300], [0.9186, 5.4736, 1.2474], [-0.1524, 6.4280, 3.2754], [-1.7729, 5.0881, 4.5591], [-2.3600, 2.7942, 3.8492], [1.3977, -0.6229, 1.1139], [1.7614, -0.8025, 2.5989], [2.8523, -2.0823, 2.8674], [2.9441, -2.8792, 4.0686], [3.4311, -4.2819, 3.7184], [4.8753, -4.2147, 3.2121], [5.1089, -2.9145, 2.4280], [3.8002, -2.4164, 1.8186], [0.5374, -1.1438, 3.7306], [0.2989, -0.4596, 4.9783], [-0.0508, -1.4721, 6.0750], [-1.2410, -2.3327, 5.6566], [-0.9766, -2.9556, 4.2878], [-0.6497, -1.8427, 3.2909], [2.5450, 0.4893, 3.4219], [3.9848, 0.5939, 3.4708], [4.3713, 1.4827, 4.6542], [3.7766, 2.8740, 4.4566], [2.2637, 2.7604, 4.2851], [1.9292, 1.7765, 3.1646], [1.9571, -2.9119, 4.5298], [3.6370, -2.4352, 4.8047], [2.7825, -4.6868, 2.9418], [3.3623, -4.9334, 4.5927], [5.0823, -5.0793, 2.5788], [5.5632, -4.2568, 4.0599], [5.8441, -3.0739, 1.6389], [5.5094, -2.1462, 3.0926], [3.3997, -3.1925, 1.1520], [3.9517, -1.5213, 1.2116], [-0.5362, 0.2481, 4.8705], [1.1984, 0.0884, 5.2540], [-0.2783, -0.9415, 7.0030], [0.8133, -2.1135, 6.2583], [-2.1322, -1.7043, 5.5910], [-1.4317, -3.1091, 6.4044], [-1.8496, -3.5184, 3.9524], [-0.1348, -3.6493, 4.3530], [-1.4969, -1.1491, 3.2265], [-0.4833, -2.2424, 2.2911], [4.3943, 1.0282, 2.5469], [4.4002, -0.4044, 3.6019], [5.4594, 1.5378, 4.7409], [3.9749, 1.0439, 5.5724], [4.2080, 3.3207, 3.5585], [4.0169, 3.5213, 5.3057], [1.8300, 3.7343, 4.0508], [1.8220, 2.4089, 5.2211], [2.2497, 2.1823, 2.1948], [0.8507, 1.6164, 3.1156]], "homo_energy_ev": [-4.138, -3.453], "homo_lumo_gap_ev": [6.613, 5.925], "total_energy_ha": -5084.12787, "total_charge": -1, "relative_energy_kj_mol": 191.34, "spin_multiplicity": 2}